Entry 1:
The following is a DFT calculation (wB97M-V/def2-TZVPD) of a cluster of 8 separate species, C22H39N5O6S3 in total.

The geometry in XYZ format:
```
75
Properties=species:S:1:pos:R:3
O -4.57248 5.97825 -4.51517
S -3.99760 4.98300 -3.63690
O -3.50089 5.37385 -2.33038
C -4.94953 3.32683 -3.59957
C -4.15338 2.31827 -4.41602
C -2.90597 2.93796 -5.11307
C -2.49780 4.27215 -4.45197
H -5.91089 3.69025 -3.96262
H -4.99870 3.09359 -2.53595
H -3.81577 1.51320 -3.76334
H -4.72031 1.83502 -5.21174
H -3.19694 3.21907 -6.12520
H -2.09336 2.21226 -5.14630
H -2.01576 5.05720 -5.03458
H -1.80387 4.00452 -3.65515
O -5.83255 -6.11941 2.67732
S -4.66289 -6.71533 1.96188
O -3.56345 -5.81334 1.53620
C -3.82588 -8.13116 2.93061
C -3.95613 -9.40618 2.20518
C -5.11832 -9.31727 1.10504
C -5.04425 -7.88160 0.55548
H -4.18924 -8.02742 3.95301
H -2.79057 -7.79800 2.85822
H -3.02077 -9.62498 1.69009
H -4.26289 -10.24424 2.83102
H -6.13225 -9.61143 1.37617
H -4.94594 -10.08282 0.34851
H -5.95051 -7.55895 0.04295
H -4.17131 -7.90637 -0.09680
O 5.01046 -1.79795 0.66949
S 5.71435 -2.29310 1.83637
O 7.14137 -2.22809 1.78738
C 5.02799 -1.56021 3.39817
C 3.62961 -2.27025 3.44869
C 3.65124 -3.68340 2.93998
C 5.03241 -3.96326 2.38850
H 4.97917 -0.49345 3.17968
H 5.64230 -1.82210 4.25963
H 3.24240 -2.18991 4.46443
H 2.82092 -1.75004 2.93538
H 2.89729 -3.94014 2.19584
H 3.43616 -4.39430 3.73776
H 4.95964 -4.63228 1.53105
H 5.63733 -4.43373 3.16364
C -1.30829 1.40917 1.29205
C -0.04764 2.15181 0.93203
N 0.93116 2.77675 0.73568
H -1.84358 1.32547 0.34624
H -2.11650 1.92450 1.81102
H -1.15878 0.35933 1.54420
C -1.73697 7.67433 4.47164
C -0.49557 7.36524 5.24196
N 0.49622 7.09307 5.76539
H -1.58783 8.62689 3.96322
H -2.59565 7.79308 5.13244
H -2.08439 6.97217 3.71376
C 0.51896 -2.69041 -3.83817
C -0.33791 -3.71824 -4.33795
N -1.02673 -4.54006 -4.72836
H 1.24471 -2.45781 -4.61746
H 1.04929 -3.09141 -2.97443
H -0.03972 -1.77737 -3.63246
C 4.41715 8.28013 0.81668
C 4.24819 9.30456 -0.22318
N 4.08332 10.15619 -0.99836
H 3.43911 7.84822 1.02880
H 4.96213 8.62669 1.69474
H 4.91568 7.39223 0.42782
C 6.32857 3.70728 -3.39617
C 7.29179 4.15713 -2.35170
N 8.03987 4.51803 -1.54196
H 5.35780 4.16914 -3.21618
H 6.18647 2.68573 -3.04355
H 6.64684 3.83329 -4.43102
```

Summary:
Lowest unoccupied orbital energy = -0.2 eV
E_tot = -75681.78697 eV
Spin multiplicity = 1
Structure (SMILES) = O=S1(=O)CCCC1.O=S1(=O)CCCC1.O=S1(=O)CCCC1.CC#N.CC#N.CC#N.CC#N.CC#N

These are the Mulliken partial charges, in e, on atoms 1 to 5: O -0.6158; S 1.0574; O -0.6240; C -0.6180; C -0.5519

Entry 2:
The following is a DFT calculation (wB97M-V/def2-TZVPD) of a structure of composition C2H4I2O.

The geometry in XYZ format:
```
9
Properties=species:S:1:pos:R:3
C 1.10849 -0.21815 -0.32559
C -1.15007 -0.26080 0.67653
O 1.09171 0.97248 -0.98994
I -2.20002 1.37225 -0.13229
I -1.97264 -2.23032 0.18920
H 1.91040 -0.35510 0.49060
H 1.15368 -0.97378 -1.12187
H -0.83273 -0.02338 1.63613
H 0.89119 1.71681 -0.42277
```

Summary:
Lowest unoccupied orbital energy (spin up / spin down) = -0.4 / -0.4 eV
E_tot = -20383.88152 eV
Spin multiplicity = 1
Energy above the lowest of the compared OMol25 structures with the same formula, charge and spin = 76.39 kcal per mole

These are the Mulliken partial charges, in e, on atoms 1 to 5: C -0.1594; C -0.8419; O -0.4307; I 0.0929; I 0.0638

Entry 3:
The following is a DFT calculation (wB97M-V/def2-TZVPD) of a cluster of 2 separate species, C10H16OS in total.

The geometry in XYZ format:
```
28
Properties=species:S:1:pos:R:3
C -1.91998 0.04904 0.78383
C -2.67892 0.65107 2.03763
C -0.50694 0.47656 0.84403
C -0.26902 1.83416 0.84657
C 0.45988 -0.47456 0.90063
C 1.02016 2.25292 1.16320
C 1.74099 -0.09614 1.21066
C 2.01228 1.28046 1.38212
O 3.28763 1.80766 1.48698
H -2.18127 -1.07064 0.82470
H -2.30571 0.47839 -0.20392
H -3.52688 0.16994 2.32982
H -0.91475 2.74610 0.68390
H 0.23352 -1.58999 1.05596
H 1.29349 3.24962 1.13727
H 2.53204 -0.85068 1.31788
H 3.29712 2.76877 1.33721
H -3.04133 1.70389 1.75225
H -2.17034 0.59188 3.00106
C -0.00348 -0.53193 -3.31971
C 0.72122 -3.05960 -1.92648
S 0.20235 -1.23738 -1.67662
H -1.04413 -0.22673 -3.61582
H 0.57609 0.43646 -3.22572
H 0.45260 -1.20765 -4.07782
H 0.36170 -3.42619 -2.81791
H 0.47506 -3.71254 -1.04426
H 1.89663 -3.01292 -2.18744
```

Summary:
Lowest unoccupied orbital energy (spin up / spin down) = 3.0 / 3.0 eV
Charge = -1
E_tot = -23508.57798 eV
Spin multiplicity = 2
Energy above the lowest of the compared OMol25 structures with the same formula, charge and spin = 31.99 kcal per mole

These are the Mulliken partial charges, in e, on atoms 1 to 5: C -0.9761; C -1.1168; C 1.2667; C -1.0315; C -1.2846

Entry 4:
The following is a DFT calculation (wB97M-V/def2-TZVPD) of a structure of composition C17H22Br2IrN3.

The geometry in XYZ format:
```
45
Properties=species:S:1:pos:R:3
Ir -0.38310 0.66279 -1.22769
C -1.12790 -2.27501 -1.54139
N -1.76040 -1.14731 -0.84929
C -3.02940 -0.77381 -1.48109
C -1.90370 -1.38281 0.56661
C -2.89570 -2.20041 1.07031
C -3.05470 -2.34381 2.44321
C -2.26760 -1.60341 3.31531
C -1.24570 -0.81621 2.83161
C -0.97760 -0.75181 1.44751
N 0.06160 -0.11441 0.84671
C 1.27830 0.15739 1.36631
C 1.73780 -0.20311 2.65781
C 2.92090 0.29839 3.15221
C 3.73480 1.08599 2.34741
C 3.38420 1.31649 1.02081
C 2.18800 0.85649 0.51471
N 1.85880 0.97869 -0.88349
C 2.24570 2.25199 -1.49159
C 2.46800 -0.13451 -1.62609
H -1.76340 -3.16481 -1.49189
H -0.17030 -2.51291 -1.07529
H -0.98450 -2.02761 -2.59479
H -3.71320 -1.62521 -1.54429
H -2.84450 -0.43711 -2.50259
H -3.51960 0.01009 -0.90379
H -3.54210 -2.75681 0.40841
H -3.81750 -3.00231 2.82321
H -2.44320 -1.65681 4.37811
H -0.69830 -0.18021 3.50691
H 1.16780 -0.88861 3.26131
H 3.22260 0.05919 4.15961
H 4.66770 1.48239 2.71651
H 4.08500 1.83269 0.38661
H 3.33250 2.33769 -1.59349
H 1.87810 3.09109 -0.90259
H 1.83230 2.29849 -2.49859
H 3.55910 -0.05381 -1.60209
H 2.15550 -0.08871 -2.66879
H 2.17700 -1.08721 -1.18319
Br -0.77480 1.41869 -3.80439
C -1.64120 3.05129 -3.24109
Br -1.67750 3.08319 -1.28789
H -2.66080 3.05809 -3.62439
H -1.05910 3.89759 -3.60129
```

Summary:
Lowest unoccupied orbital energy (spin up / spin down) = -9.1 / -9.1 eV
Charge = +2
E_tot = -165361.59550 eV
Spin multiplicity = 1

These are the Mulliken partial charges, in e, on atoms 1 to 5: Ir 0.7684; C -0.8988; N 0.3388; C -0.9434; C 0.4228

Entry 5:
The following is a DFT calculation (wB97M-V/def2-TZVPD) of the ion C7H12 with charge +1.

The geometry in XYZ format:
```
19
Properties=species:S:1:pos:R:3
C 1.10305 -0.84617 1.38311
C -0.19142 -0.01397 1.37009
C -0.22020 0.98362 2.23006
C -1.31782 -0.32093 0.47479
C -1.12514 0.11986 -1.01918
C 0.08828 0.71662 -1.38919
C 0.78792 0.06608 -2.62771
H 0.93145 -1.95401 1.57280
H 1.82660 -0.57961 2.08250
H 1.60461 -0.65359 0.42370
H 0.51500 1.27538 3.18567
H -1.26927 1.53221 2.36044
H -1.72429 -1.36616 0.41607
H -2.27404 0.16174 0.85423
H -1.99186 -0.09889 -1.69134
H 0.45318 1.37356 -0.56486
H 0.24132 0.01959 -3.72301
H 1.62823 0.69783 -2.87998
H 0.93440 -1.11313 -2.45819
```

Summary:
Lowest unoccupied orbital energy (spin up / spin down) = -5.4 / -7.6 eV
Charge = +1
E_tot = -7441.43261 eV
Spin multiplicity = 2
Energy above the lowest of the compared OMol25 structures with the same formula, charge and spin = 69.65 kcal per mole

These are the Mulliken partial charges, in e, on atoms 1 to 5: C -1.0882; C 0.4250; C -0.7009; C -0.5990; C -0.1268

The records above yield molecular weight values of 565.78; 297.86; 184.30; 620.41; 96.17 g mol⁻¹, respectively.
The records above yield max |F| values of 0.068; 0.079; 0.078; 0.107; 0.100 Eh/bohr, respectively.